Entry 1:
5 unconnected molecules or ions with the total composition C3H11O. Source: OMol25; level of theory: the ωB97M-V functional and the def2-TZVPD basis.

Properties
- HOMO-LUMO gap (hartree) = 0.2347
- highest occupied orbital energy (Eh) = -0.48871
- max |F| (eV Å⁻¹) = 1.9
- net charge = +1
- LUMO (eV) = -6.9
- energy relative to the best compared isomer or geometry (same formula, charge and spin) (kJ/mol) = 475.6

Each line ends with the Löwdin charge.
Atoms and positions in Å:
O (1.83774, 2.10490, -4.45978)  -0.07
H (1.04589, 2.63328, -4.25879)  0.04
H (2.21041, 2.48090, -5.26746)  0.04
H (-1.74594, -3.93720, 1.27049)  0.35
C (0.35622, -0.93254, 0.86853)  -0.06
C (0.23803, 0.28351, 1.39489)  -0.22
C (-0.74969, 1.36515, 1.17771)  -0.10
H (-0.95411, -3.59974, 0.87670)  0.29
H (-0.30554, -1.21040, 0.08687)  0.03
H (1.34055, -1.46202, 0.91837)  0.07
H (0.81172, 0.59412, 2.27002)  0.11
H (-1.09082, -3.41107, 1.69678)  0.28
H (-1.51817, 1.15291, 0.44587)  0.07
H (-1.22769, 1.63808, 2.10118)  0.08
H (-0.24861, 2.30013, 0.87864)  0.10



Entry 2:
A single C3H3N3O2 molecule. Source: OMol25; level of theory: the ωB97M-V functional and the def2-TZVPD basis.

Properties
- HOMO-LUMO gap (hartree) = 0.3728
- highest occupied orbital energy (Eh) = -0.37024
- max |F| (eV Å⁻¹) = 5.6
- SMILES = [H]/N=C1/N=CON=CO1
- LUMO (eV) = 0.1
- energy relative to the best compared isomer or geometry (same formula, charge and spin) (kJ/mol) = 548.6

Each line ends with the Löwdin charge.
Atoms and positions in Å:
C (0.02775, 1.04084, -0.31359)  -0.48
C (1.23914, -0.94364, -0.00699)  -0.09
C (-1.54922, -0.25540, 0.90070)  -0.19
H (1.18050, 1.81375, -1.73187)  0.08
H (2.23922, -1.16365, -0.60186)  0.19
H (-2.65876, -0.47409, 1.16258)  0.17
N (0.14726, 1.80323, -1.43137)  0.13
N (0.35230, -1.69570, 0.47267)  0.07
N (-1.20078, 0.84076, 0.39519)  0.16
O (1.12343, 0.48180, 0.16209)  -0.03
O (-0.90084, -1.44790, 0.99244)  -0.02



Entry 3:
15 unconnected molecules or ions with the total composition C5H41NO14S. Source: OMol25; level of theory: the ωB97M-V functional and the def2-TZVPD basis.

Properties
- HOMO-LUMO gap (hartree) = 0.3304
- highest occupied orbital energy (Eh) = -0.32543
- max |F| (eV Å⁻¹) = 6.9
- LUMO (eV) = 0.1
- energy relative to the best compared isomer or geometry (same formula, charge and spin) (kJ/mol) = 709.5

Each line ends with the Löwdin charge.
Atoms and positions in Å:
C (-1.69541, -2.76882, -1.36871)  -0.17
C (-1.13280, -1.45361, -1.98689)  -0.19
C (-0.64416, -1.92632, -3.47723)  -0.62
S (-0.40408, -0.73935, -4.70432)  0.76
C (-0.59968, -3.46819, -0.45556)  -0.19
N (-0.55661, -2.97492, 0.97400)  -0.12
C (0.40303, -1.89590, 1.00094)  -0.19
H (-2.58620, -2.50465, -1.02663)  0.05
H (-2.09774, -3.37264, -2.17925)  0.10
H (-1.91539, -0.71366, -2.10786)  0.09
H (-0.21812, -1.07857, -1.42587)  0.08
H (-1.26393, -2.67748, -3.74870)  0.00
H (0.37530, -2.44630, -3.32236)  0.10
H (-1.48303, 0.01590, -4.62818)  -0.14
H (0.44307, -3.41921, -0.88620)  0.09
H (-0.80211, -4.61873, -0.32117)  0.13
H (-1.53785, -2.83836, 1.33113)  0.12
H (0.03368, -0.92568, 0.42607)  0.11
H (0.41270, -1.74122, 2.11282)  0.07
H (1.48105, -2.18096, 0.77161)  0.07
H (-0.83084, 0.09699, 4.98446)  -0.05
H (-0.08076, -0.35404, 3.79967)  -0.01
O (-0.95225, -0.30865, 4.22613)  0.00
H (1.86142, 0.40730, 2.62624)  0.07
H (2.32246, -0.01149, 4.03273)  0.00
O (1.64917, -0.19453, 3.47243)  -0.07
H (2.56228, -1.71902, -1.49994)  -0.05
H (2.42639, -3.03884, -0.92701)  0.05
O (3.11071, -2.47166, -1.38659)  -0.05
H (2.14196, 0.40304, 0.33888)  0.05
H (1.85197, 1.91796, 0.98179)  -0.01
O (1.95452, 1.01947, 1.09899)  -0.04
H (-4.45497, 1.13895, 0.21226)  -0.02
H (-4.27330, 1.83232, 1.57682)  0.04
O (-4.26214, 1.92153, 0.62574)  -0.02
H (1.56474, 2.29153, -4.03466)  0.07
H (0.73317, 1.33431, -3.27237)  0.04
O (1.38727, 2.11437, -3.09363)  -0.13
H (1.99798, 0.61142, -2.01747)  0.14
H (3.23974, -0.36915, -1.72937)  0.01
O (2.64859, 0.15568, -1.26686)  -0.08
H (-2.33157, 0.66727, 2.18516)  0.00
H (-2.54066, -0.90610, 2.13403)  0.11
O (-2.70225, 0.00194, 1.57017)  -0.14
H (2.36120, 3.76000, -0.64706)  0.10
H (2.25640, 2.38584, -0.94277)  0.00
O (1.71354, 3.14122, -1.04250)  -0.06
H (2.02373, -3.39116, 2.01050)  -0.06
H (2.61579, -2.08269, 2.56545)  0.07
O (2.69317, -3.11644, 2.55448)  -0.06
H (-0.54577, 4.59840, 1.33282)  0.08
H (0.39133, 4.01184, 0.26306)  0.01
O (0.42871, 4.37127, 1.17345)  -0.10
H (-1.25298, 1.83249, -1.01670)  -0.04
H (-0.39693, 2.77128, -1.44519)  -0.03
O (-0.70201, 1.96133, -1.69323)  0.02
H (-1.98694, 3.17714, 0.96128)  -0.01
H (-2.47163, 3.60954, -0.46570)  0.07
O (-1.82866, 3.70163, 0.23111)  -0.02
H (-0.08212, 2.74966, 1.64375)  0.00
H (0.14236, 1.58079, 2.65815)  0.04
O (-0.59451, 2.12592, 2.24384)  -0.10



Entry 4:
A single C5H10O2 molecule. Source: OMol25; level of theory: the ωB97M-V functional and the def2-TZVPD basis.

Properties
- HOMO-LUMO gap (hartree) = 0.3758
- highest occupied orbital energy (Eh) = -0.34137
- max |F| (eV Å⁻¹) = 2.6
- SMILES = OC[C@H]1CCOC1
- LUMO (eV) = 0.9
- energy relative to the best compared isomer or geometry (same formula, charge and spin) (kJ/mol) = 309.2

Each line ends with the Löwdin charge.
Atoms and positions in Å:
O (2.32906, 0.37884, 0.25869)  -0.12
C (1.80547, -0.87188, -0.10653)  -0.18
C (0.24746, -0.47432, 0.36977)  -0.17
C (-0.34220, 1.03667, 0.59472)  -0.09
C (-1.71279, 1.00042, -0.12147)  -0.22
O (-1.54340, 0.04751, -1.14525)  -0.13
C (-0.82095, -1.02554, -0.56580)  -0.20
H (1.98817, 0.95368, -0.42904)  0.07
H (2.08786, -1.10020, -1.17341)  0.12
H (2.45172, -1.61685, 0.43716)  0.12
H (0.22562, -0.90516, 1.36984)  0.12
H (-0.48533, 1.27786, 1.66060)  0.11
H (0.24035, 1.86597, 0.18121)  0.10
H (-2.00365, 1.95266, -0.58815)  0.12
H (-2.54178, 0.70875, 0.55177)  0.12
H (-0.35993, -1.57713, -1.38368)  0.12
H (-1.48705, -1.67258, 0.01319)  0.12